No. 1
Below is one molecule with the formula C3H8ClN, with properties calculated with ωB97M-V/def2-TZVPD.

Geometry (Å):
Cl -1.9403 -1.0004 -1.3498
N 0.5041 1.0807 0.8758
C 1.0845 -0.9158 -0.1990
C 0.2133 0.2932 -0.3685
C -1.3241 0.1008 -0.1867
H 0.7205 -1.3210 0.8195
H 0.4457 2.0661 0.6459
H 0.5040 0.8940 -1.2117
H 2.1004 -0.8163 -0.2480
H -1.8525 1.0066 -0.3129
H -1.4506 -0.2997 0.8325
H 0.8032 -1.6656 -0.9908
H 0.1918 0.5775 1.6937

Properties
Kohn-Sham gap: 10.05 eV
SMILES string: C[C@H](N)CCl
M: 93.557 g mol⁻¹
HOMO: -0.330 hartree
Calculated total energy: -17252.4822 eV


No. 2
Below is a 2-piece molecular cluster, C5H10N4O2 overall, with properties calculated with ωB97M-V/def2-TZVPD.

Geometry (Å):
O -4.7199 -1.9540 0.2033
O -4.2331 0.1664 -0.1527
N -0.5926 1.9393 -0.2112
N -2.3203 0.6440 0.0250
N 3.2617 -1.1897 -0.2164
N -4.6756 -0.8398 -0.0348
C 1.3927 0.3704 0.3207
C -0.0894 0.6967 0.0881
C 1.7516 -1.1095 -0.0531
C -1.8818 1.8791 -0.2101
C -1.2780 -0.1574 0.2701
H 3.5785 -0.3199 -0.6452
H 1.8532 0.7032 1.1957
H 1.9642 1.0409 -0.4014
H 3.5013 -1.3815 0.7105
H 1.4510 -1.3984 -1.0600
H 1.5479 -1.7182 0.8429
H -1.3282 -1.1444 0.5952
H 3.5073 -2.0079 -0.7181
H -0.1918 2.9505 -0.2161
H -2.4987 2.8300 -0.3323

Properties
Charge: +2
Kohn-Sham gap (spin up / spin down): 7.26 / 7.26 eV
M: 158.161 g mol⁻¹
HOMO (spin up / spin down): -0.580 / -0.580 hartree
Calculated total energy: -15379.4541 eV


No. 3
Below is one molecule with the formula C5H9NO, with properties calculated with ωB97M-V/def2-TZVPD.

Geometry (Å):
O 0.3173 -0.8903 1.6711
N 1.0264 1.7358 0.5194
C -1.5284 -0.8981 0.1712
C -0.7600 -0.4454 1.3468
C 1.7672 -0.1983 -0.6888
C 0.6837 0.6980 -0.1278
C -0.7915 0.2283 -0.6726
H 1.4297 -1.2362 -0.7579
H -1.2930 -1.9244 -0.1311
H -1.1435 0.5360 1.7100
H 1.9657 0.1826 -1.6972
H -2.6209 -0.7888 0.2803
H 0.2716 2.2898 0.9275
H -0.5608 -0.1853 -1.6500
H -1.4661 1.0833 -0.7813
H 2.7025 -0.1871 -0.1193

Properties
Kohn-Sham gap: 10.36 eV
SMILES string: [H]/N=C(/C)CCC=O
M: 99.133 g mol⁻¹
HOMO: -0.348 hartree
Calculated total energy: -8866.5534 eV